{
  "formula": "C3H5NO2",
  "method": "ωB97M-V with the def2-TZVPD basis set",
  "species": ["N", "C", "O", "C", "C", "O", "H", "H", "H", "H", "H"],
  "xyz": [[-1.9142, 0.8455, 1.2168], [-0.9695, -0.0828, 1.1931], [-0.6162, -0.2406, -0.1132], [0.6750, -0.7542, -0.1833], [1.4814, -0.2938, -1.2994], [1.6746, 0.1955, 0.0311], [-2.2377, 1.1594, 2.1166], [-2.2110, 1.3660, 0.3939], [0.7954, -1.7077, 0.3264], [2.2958, -0.8993, -1.6882], [1.0265, 0.4119, -1.9938]],
  "mulliken_charge": [-0.1305, -0.4487, -0.2344, 0.3019, -0.4363, -0.4124, 0.2667, 0.2104, 0.4348, 0.2470, 0.2014],
  "charge": 0,
  "multiplicity": 1,
  "homo_energy_ev": -9.0
}

{
  "formula": "C3H5NO2",
  "method": "ωB97M-V with the def2-TZVPD basis set",
  "species": ["C", "N", "C", "O", "C", "O", "H", "H", "H", "H", "H"],
  "xyz": [[-1.2330, -1.8161, 0.6328], [-0.2935, -0.8495, 0.1428], [0.8495, -0.7016, -0.1834], [1.9394, -0.4093, -0.5241], [0.8034, 2.5046, -0.5864], [0.6160, 3.2330, -1.5271], [-1.3765, -2.6185, -0.0971], [-0.8877, -2.2446, 1.5789], [-2.1914, -1.3214, 0.7992], [-0.0049, 1.8728, -0.1633], [1.7898, 2.4179, -0.0893]],
  "mulliken_charge": [-0.6814, -0.2804, 0.6583, -0.4895, -0.0401, -0.4106, 0.2905, 0.3054, 0.2239, 0.1936, 0.2302],
  "charge": 0,
  "multiplicity": 1,
  "homo_energy_ev": -9.9
}

{
  "formula": "C3H5NO2",
  "method": "ωB97M-V with the def2-TZVPD basis set",
  "species": ["O", "C", "C", "O", "C", "N", "H", "H", "H", "H", "H"],
  "xyz": [[0.1344, 1.5586, 1.1495], [0.5077, 0.7157, 0.0994], [1.0366, -0.9184, 0.1264], [-0.0295, -1.1967, -0.7797], [-0.6433, -0.0119, -0.5046], [-1.8722, 0.2470, -0.4448], [-0.8169, 1.4417, 1.3431], [1.2340, 1.2338, -0.5070], [1.9424, -1.4350, -0.2604], [0.8471, -0.9559, 1.1802], [-2.4030, -0.5653, -0.7600]],
  "mulliken_charge": [-0.5307, 0.0117, -0.3887, -0.3612, 0.5281, -0.7182, 0.3286, 0.3346, 0.3049, 0.2333, 0.2575],
  "charge": 0,
  "multiplicity": 1,
  "homo_energy_ev": -9.7
}

{
  "formula": "C3H5NO2",
  "method": "ωB97M-V with the def2-TZVPD basis set",
  "species": ["O", "C", "C", "N", "C", "O", "H", "H", "H", "H", "H"],
  "xyz": [[1.3779, 2.3535, 0.1092], [0.7418, 1.1460, 0.3600], [-1.4408, -0.9597, -0.0215], [-0.8087, -1.5244, 0.9230], [1.2577, 0.0244, -0.1198], [1.7220, -0.9001, -0.6751], [1.4790, 2.4417, -0.8452], [-0.0711, 1.1352, 1.0745], [-2.0953, -0.1199, 0.2155], [-1.3750, -1.2239, -1.0843], [-0.2214, -2.2773, 0.5562]],
  "mulliken_charge": [-0.5010, -0.3708, -0.3848, -0.5307, 0.5939, -0.3910, 0.3102, 0.3834, 0.3505, 0.2750, 0.2654],
  "charge": 0,
  "multiplicity": 1,
  "homo_energy_ev": -8.7
}

{
  "formula": "C3H5NO2",
  "method": "ωB97M-V with the def2-TZVPD basis set",
  "species": ["N", "C", "C", "O", "C", "O", "H", "H", "H", "H", "H"],
  "xyz": [[2.1332, -0.7145, -0.7217], [0.8842, -0.7256, -0.8446], [-1.0696, -0.4794, 1.6516], [-1.4807, 0.0638, 0.5333], [-0.5347, 0.9772, -0.0592], [0.1048, 0.3840, -1.1389], [2.4954, 0.2387, -0.8074], [0.3171, -1.6575, -0.7884], [-1.9138, -1.1680, 1.8991], [-1.1050, 1.8186, -0.4533], [0.1691, 1.2626, 0.7295]],
  "mulliken_charge": [-0.5081, 0.0685, -0.2708, -0.2200, -0.1913, -0.3759, 0.2757, 0.3871, 0.1878, 0.2424, 0.4047],
  "charge": 0,
  "multiplicity": 1,
  "homo_energy_ev": -9.2
}

{
  "formula": "C3H5NO2",
  "method": "ωB97M-V with the def2-TZVPD basis set",
  "species": ["C", "N", "C", "C", "O", "O", "H", "H", "H", "H", "H"],
  "xyz": [[0.7928, -0.2302, 0.0090], [-1.2182, 1.0774, 0.6396], [0.5045, -1.0085, -1.0512], [-0.6190, -0.1262, 0.4671], [1.9052, 0.2417, 0.6585], [-0.8382, -1.0599, -1.0262], [2.5050, 0.6454, 0.0205], [-2.1907, 1.0885, 0.9089], [-0.9381, 1.8195, 0.0151], [1.0937, -1.5519, -1.7784], [-0.9971, -0.8960, 1.1372]],
  "mulliken_charge": [0.1050, -0.4048, -0.2516, 0.1377, -0.5466, -0.5157, 0.3219, 0.2348, 0.2195, 0.3845, 0.3154],
  "charge": 0,
  "multiplicity": 1,
  "homo_energy_ev": -7.7
}

{
  "formula": "C3H5NO2",
  "method": "ωB97M-V with the def2-TZVPD basis set",
  "species": ["N", "C", "O", "C", "C", "O", "H", "H", "H", "H", "H"],
  "xyz": [[0.2067, -0.6990, -1.6935], [0.4908, -0.6282, -0.3630], [0.9064, -1.5973, 0.2484], [0.2904, 0.6844, 0.3871], [-0.8251, 0.5291, 1.4065], [-1.6643, 1.3685, 1.6184], [-0.3042, -0.0122, -2.2243], [0.3515, -1.6082, -2.1090], [0.1324, 1.5886, -0.2069], [1.2134, 0.8013, 0.9705], [-0.7980, -0.4270, 1.9659]],
  "mulliken_charge": [-0.3781, 0.4495, -0.5910, -0.3651, 0.0055, -0.4677, 0.2167, 0.2369, 0.2856, 0.2457, 0.3618],
  "charge": 0,
  "multiplicity": 1,
  "homo_energy_ev": -10.0
}

{
  "formula": "C3H5NO2",
  "method": "ωB97M-V with the def2-TZVPD basis set",
  "species": ["C", "N", "C", "O", "C", "O", "H", "H", "H", "H", "H"],
  "xyz": [[-0.9754, 1.4140, -0.1534], [0.1263, 0.5085, 0.1138], [-0.0491, -0.8333, 0.1643], [-1.1256, -1.4053, 0.2295], [1.2631, -1.6267, 0.1017], [2.1515, -1.4912, 0.9121], [-1.8663, 1.0510, 0.3618], [-0.7081, 2.4103, 0.2071], [-1.2028, 1.4666, -1.2276], [1.0715, 0.8558, 0.0362], [1.3150, -2.3496, -0.7455]],
  "mulliken_charge": [-0.7670, -0.1977, 0.6428, -0.5921, -0.0579, -0.4358, 0.2776, 0.3186, 0.2686, 0.2339, 0.3091],
  "charge": 0,
  "multiplicity": 1,
  "homo_energy_ev": -9.7
}

{
  "formula": "C3H5NO2",
  "method": "ωB97M-V with the def2-TZVPD basis set",
  "species": ["C", "C", "O", "N", "C", "O", "H", "H", "H", "H", "H"],
  "xyz": [[-1.7551, -0.1720, 0.0386], [-0.4564, 0.2099, -0.0388], [-0.2911, 1.5088, -0.3582], [0.6734, -0.5458, 0.1498], [1.9834, -0.1794, -0.1130], [2.9197, -0.8901, 0.1650], [-1.2305, 1.5390, -0.6899], [-2.3899, 0.4953, 0.6168], [-2.1063, -1.1651, -0.1614], [0.5442, -1.4403, 0.6047], [2.0672, 0.8120, -0.5823]],
  "mulliken_charge": [-1.2015, 0.7853, -0.5117, -0.1640, 0.0799, -0.5187, 0.3899, 0.3077, 0.2570, 0.2514, 0.3246],
  "charge": 0,
  "multiplicity": 1,
  "homo_energy_ev": -8.7
}

{
  "formula": "C3H5NO2S",
  "method": "ωB97M-V with the def2-TZVPD basis set",
  "species": ["C", "C", "C", "N", "O", "O", "S", "H", "H", "H", "H", "H"],
  "xyz": [[0.5576, -0.3887, 0.7622], [0.1963, -1.5934, -0.2420], [-0.6910, 0.7771, -0.8976], [-0.2401, 0.6488, 0.4382], [1.3007, -0.4088, 1.7188], [0.0766, 1.8662, 1.0837], [-0.4282, -0.7952, -1.7385], [1.0641, -2.2486, -0.4389], [-0.6537, -2.2384, 0.2086], [-1.7512, 1.0838, -1.0393], [-0.3084, 1.6665, -1.4368], [0.8773, 1.6307, 1.5816]],
  "mulliken_charge": [0.3622, -0.3747, -0.4503, 0.0807, -0.6269, -0.3964, -0.1386, 0.3304, 0.2471, 0.2942, 0.3157, 0.3566],
  "charge": 0,
  "multiplicity": 1,
  "homo_energy_ev": -9.1
}

{
  "formula": "C3H5NO2S",
  "method": "ωB97M-V with the def2-TZVPD basis set",
  "species": ["C", "C", "C", "H", "H", "H", "H", "H", "N", "O", "O", "S"],
  "xyz": [[0.1528, 1.1228, -0.0207], [0.7283, -1.1077, -0.9682], [-0.5254, -1.0920, -0.0819], [-0.9954, 1.8281, 1.8873], [0.5642, -1.8696, -1.7607], [1.6376, -1.3646, -0.2831], [-1.4584, -0.9357, -0.6687], [-0.7495, -2.0292, 0.5983], [0.3754, 2.3197, 0.4257], [-0.1718, 2.5714, 1.6375], [-0.2427, 0.0533, 0.8300], [0.6850, 0.5034, -1.5956]],
  "mulliken_charge": [0.5248, -0.3737, -0.4429, 0.3537, 0.3548, 0.2588, 0.3062, 0.2532, -0.3279, -0.3544, -0.4232, -0.1294],
  "charge": 0,
  "multiplicity": 1,
  "homo_energy_ev": -8.6
}

{
  "formula": "C3H5NO2S",
  "method": "ωB97M-V with the def2-TZVPD basis set",
  "species": ["C", "C", "C", "H", "H", "H", "H", "H", "N", "O", "O", "S"],
  "xyz": [[-0.8401, -0.2174, -0.1313], [0.3855, -1.0345, 0.1875], [1.7245, -0.3740, -0.2038], [-2.3937, 1.3919, -0.3657], [0.2797, 1.5725, 0.0913], [0.2994, -2.1559, -0.2610], [0.6640, -1.2491, 1.4374], [2.5787, -1.0552, -0.3009], [-0.6578, 1.0941, -0.0447], [-1.5904, 1.9948, 0.0592], [2.0035, 0.7304, -0.2723], [-2.4533, -0.6977, -0.1958]],
  "mulliken_charge": [0.3899, -0.5089, 0.0359, 0.2963, 0.2626, 0.3259, 0.2497, 0.3606, -0.0533, -0.4185, -0.4437, -0.4965],
  "charge": 0,
  "multiplicity": 1,
  "homo_energy_ev": -8.6
}

{
  "formula": "C3H5NO2S",
  "method": "ωB97M-V with the def2-TZVPD basis set",
  "species": ["C", "C", "C", "H", "H", "H", "H", "H", "N", "O", "O", "S"],
  "xyz": [[1.2089, -0.7318, -0.1903], [-1.6971, -0.4223, -0.6884], [0.3025, 1.2871, 0.9624], [2.2542, -0.1945, 0.3068], [1.0715, -1.8395, 0.3109], [1.0584, -0.6771, -1.3862], [-2.4772, 0.0473, -1.2819], [-0.8442, 1.6689, 0.8785], [0.2422, 0.3516, 0.0634], [-0.8705, 0.5935, -0.7658], [-1.8340, -1.6316, -0.1744], [1.5852, 1.5484, 1.9651]],
  "mulliken_charge": [-0.6602, 0.2697, 0.0268, 0.2355, 0.2130, 0.2994, 0.3084, 0.2641, 0.1466, -0.2256, -0.4894, -0.3882],
  "charge": 0,
  "multiplicity": 1,
  "homo_energy_ev": -8.8
}

{
  "formula": "C3H5NO2Si",
  "method": "ωB97M-V with the def2-TZVPD basis set",
  "species": ["C", "C", "C", "N", "O", "O", "Si", "H", "H", "H", "H", "H"],
  "xyz": [[-2.0953, -0.3739, 0.9291], [-2.3455, -0.3819, -0.4329], [-0.1707, 0.1970, -0.4404], [-0.8815, -0.0592, 1.2899], [-1.1989, -0.1148, -1.1478], [1.0854, 0.3983, -0.7772], [2.6009, 0.4112, -0.0710], [-2.9650, -0.5599, 1.6900], [-3.1362, -0.5864, -1.0607], [3.3159, -0.0577, -1.2304], [2.8414, 1.7421, 0.2819], [2.9496, -0.6148, 0.9693]],
  "mulliken_charge": [0.0638, -0.3938, 0.5676, -0.5938, -0.2672, -0.1797, 0.3299, 0.2879, 0.4388, -0.0969, -0.0905, -0.0661],
  "charge": 0,
  "multiplicity": 1,
  "homo_energy_ev": [-7.6, -7.6]
}

{
  "formula": "C3H5NO3",
  "method": "ωB97M-V with the def2-TZVPD basis set",
  "species": ["N", "C", "O", "C", "O", "C", "O", "H", "H", "H", "H", "H"],
  "xyz": [[1.6473, -0.5206, -0.4750], [0.7545, -0.7224, 0.5474], [1.0638, -0.9494, 1.6992], [-0.7227, -0.7746, 0.1135], [-1.4819, 0.3684, 0.5370], [-1.1557, 1.5038, -0.0693], [-0.2580, 1.6361, -0.8677], [1.3782, 0.1530, -1.1817], [2.6273, -0.5085, -0.2197], [-0.8202, -0.8742, -0.9701], [-1.2012, -1.6121, 0.6250], [-1.8316, 2.3003, 0.2614]],
  "mulliken_charge": [-0.4221, 0.5396, -0.5724, -0.4134, -0.2978, 0.1887, -0.5054, 0.2727, 0.2586, 0.3296, 0.2612, 0.3608],
  "charge": 0,
  "multiplicity": 1,
  "homo_energy_ev": -10.1
}

{
  "formula": "C3H5NO3",
  "method": "ωB97M-V with the def2-TZVPD basis set",
  "species": ["C", "C", "C", "N", "O", "O", "O", "H", "H", "H", "H", "H"],
  "xyz": [[-0.6593, -0.7971, 0.3047], [0.2518, 0.4280, 0.4184], [1.4904, 0.1490, -0.4681], [-1.8357, -0.6414, -0.0276], [-2.8969, -1.0452, -0.2933], [-0.4994, 1.4987, -0.0574], [-1.7806, 1.3303, 0.1631], [0.0104, -1.7264, 0.3879], [0.6583, 0.5646, 1.4639], [0.9334, -0.1925, -1.3356], [2.2908, -0.5620, 0.0359], [2.0368, 0.9940, -0.5921]],
  "mulliken_charge": [-0.2855, 0.3935, -1.3203, 0.5518, -0.5302, -0.1014, -0.3694, 0.3491, 0.2173, 0.4055, 0.2995, 0.3901],
  "charge": 0,
  "multiplicity": 1,
  "homo_energy_ev": [-8.7, -9.3]
}

{
  "formula": "C3H5NO3",
  "method": "ωB97M-V with the def2-TZVPD basis set",
  "species": ["N", "C", "C", "C", "O", "O", "O", "H", "H", "H", "H", "H"],
  "xyz": [[0.7283, 0.5492, 0.5517], [1.1347, -0.4376, -0.1802], [-1.1204, -0.2230, -0.3604], [-2.1449, -0.7939, 0.2366], [1.0149, 1.8758, 0.1534], [2.4180, -0.7093, -0.3868], [0.2130, -1.1538, -0.7221], [1.1359, 2.3591, 0.9812], [2.9264, 0.0628, -0.0870], [-1.1394, 0.5769, -1.0807], [-2.0218, -1.5762, 0.9690], [-3.1448, -0.5299, -0.0748]],
  "mulliken_charge": [-0.4365, 0.6877, 0.0597, -0.6492, -0.3836, -0.4313, -0.3721, 0.3550, 0.3699, 0.3143, 0.2384, 0.2476],
  "charge": 0,
  "multiplicity": 1,
  "homo_energy_ev": -8.0
}

{
  "formula": "C3H5NO3",
  "method": "ωB97M-V with the def2-TZVPD basis set",
  "species": ["C", "C", "C", "H", "H", "H", "H", "H", "N", "O", "O", "O"],
  "xyz": [[-1.4849, 0.6696, -1.9724], [-0.0981, -0.2649, -0.3164], [1.7016, -0.4454, 2.4707], [-2.4070, 0.3555, -1.5931], [-1.0150, -0.0944, -2.5395], [-1.6107, 1.6413, -2.3960], [1.6888, 0.5958, 2.6494], [2.2547, -1.1915, 3.1275], [1.1185, -0.9144, 1.4469], [-0.5161, 0.8675, -0.9236], [-0.1423, -1.3780, -0.7822], [0.5105, 0.1588, 0.8289]],
  "mulliken_charge": [-0.6680, 0.7323, -0.2761, 0.3019, 0.3516, 0.2046, 0.3316, 0.2638, -0.3805, -0.3239, -0.4819, -0.0553],
  "charge": 0,
  "multiplicity": 1,
  "homo_energy_ev": -10.8
}

{
  "formula": "C3H5NO3",
  "method": "ωB97M-V with the def2-TZVPD basis set",
  "species": ["C", "C", "C", "H", "H", "H", "H", "H", "N", "O", "O", "O"],
  "xyz": [[-0.9082, 0.6431, 0.2364], [-0.8748, -0.9280, 0.1699], [1.5386, -0.8657, -0.2156], [-1.7896, -1.3537, -0.4530], [-1.1173, -1.0444, 1.3281], [1.9609, -1.0620, 0.7564], [2.4117, -1.2189, -0.8321], [0.5459, 2.1176, 0.2690], [0.4182, 1.1531, 0.4018], [-2.0297, 1.2537, 0.4437], [0.3485, -1.5499, -0.3467], [1.2472, 0.4704, -0.7251]],
  "mulliken_charge": [0.3969, -0.2012, -0.0007, 0.2777, 0.2236, 0.2820, 0.2181, 0.2821, -0.2161, -0.5775, -0.3477, -0.3373],
  "charge": 0,
  "multiplicity": 1,
  "homo_energy_ev": -10.1
}

{
  "formula": "C3H5NO3",
  "method": "ωB97M-V with the def2-TZVPD basis set",
  "species": ["C", "N", "C", "C", "O", "O", "O", "H", "H", "H", "H", "H"],
  "xyz": [[-1.1441, 0.5222, 1.2244], [-0.2854, 1.2990, 0.4760], [1.0333, 0.8297, -0.0142], [1.0411, -0.5148, -0.7321], [0.3265, -1.4902, -0.1655], [1.4363, -0.6518, -1.8535], [-2.2605, 0.1052, 1.0068], [-0.7320, 0.1043, 2.1692], [-0.7748, 1.7745, -0.2745], [1.7975, 0.9391, 0.7534], [1.2145, 1.5685, -0.7965], [-0.5419, -1.5943, 0.2193]],
  "mulliken_charge": [-0.1227, -0.2131, -0.5851, 0.7182, -0.5207, -0.4875, -0.5014, 0.4532, 0.2873, 0.2679, 0.3317, 0.3722],
  "charge": 0,
  "multiplicity": 1,
  "homo_energy_ev": -10.5
}

Values for max |F|, eV/A, ordered as above
0.63 0.70 2.00 0.98 0.51 1.12 0.53 0.94 1.76 3.02 4.73 6.83 7.95 7.14 0.66 3.91 2.95 2.78 6.13 2.69